The following is a quantum chemistry calculation of a 3-piece molecular cluster, C34H49BrN3O4P2 overall at a distorted geometry, from OMol25.

Element x y z (Å)
1 C -1.777 4.022 3.240
2 C -1.247 3.644 2.199
3 C -0.287 2.831 1.283
4 C 1.177 3.193 1.248
5 P 1.746 4.663 2.285
6 N 2.727 4.157 3.433
7 C 2.104 2.368 0.394
8 C 3.622 2.753 0.429
9 C 4.194 3.381 -0.930
10 C 5.692 2.806 -1.093
11 C 6.629 3.166 0.144
12 C 6.869 1.975 1.175
13 O 6.747 2.525 2.501
14 C 6.105 1.626 3.429
15 N 1.590 1.279 -0.372
16 N 2.415 0.502 -1.174
17 C 2.877 -0.705 -0.407
18 C 4.440 -0.986 -0.485
19 C 4.831 -1.879 0.805
20 C 6.426 -1.826 1.059
21 C 0.205 0.927 -0.373
22 C -0.329 -0.249 -1.266
23 C -0.670 -1.613 -0.487
24 C -0.248 -1.652 1.041
25 O -0.716 -2.910 1.586
26 C 0.328 -3.716 2.072
27 C 1.638 -4.097 1.283
28 O 0.196 -4.194 3.188
29 C -0.813 1.676 0.474
30 P -2.592 1.068 0.403
31 O -3.527 1.675 1.670
32 Br -3.508 1.967 -1.493
33 H -2.176 4.361 4.238
34 H 0.668 5.363 2.903
35 H 2.356 5.606 1.375
36 H 2.292 4.458 4.321
37 H 4.216 1.793 0.612
38 H 3.902 3.441 1.286
39 H 4.315 4.508 -0.874
40 H 3.582 3.082 -1.836
41 H 6.126 3.341 -2.004
42 H 5.693 1.699 -1.355
43 H 7.656 3.444 -0.264
44 H 6.198 4.089 0.647
45 H 6.246 1.052 0.982
46 H 7.960 1.642 1.068
47 H 6.736 1.555 4.378
48 H 5.114 2.088 3.731
49 H 5.973 0.569 3.053
50 H 3.198 1.034 -1.563
51 H 2.261 -1.591 -0.759
52 H 2.633 -0.502 0.690
53 H 4.979 -0.004 -0.342
54 H 4.733 -1.502 -1.445
55 H 4.302 -1.416 1.704
56 H 4.510 -2.943 0.611
57 H 6.894 -2.845 0.862
58 H 6.909 -1.029 0.408
59 H 6.670 -1.528 2.131
60 H 0.368 -0.512 -2.127
61 H -1.298 0.082 -1.770
62 H -0.153 -2.465 -1.041
63 H -1.799 -1.768 -0.519
64 H -0.771 -0.800 1.593
65 H 0.855 -1.523 1.237
66 H 2.418 -3.290 1.497
67 H 1.504 -4.236 0.171
68 H 2.086 -5.051 1.710
69 H -3.740 2.605 1.404
70 C -6.594 -2.813 -0.551
71 C -5.884 -1.759 0.012
72 C -4.717 -2.009 0.725
73 C -4.254 -3.313 0.867
74 C -4.962 -4.366 0.301
75 C -6.134 -4.118 -0.405
76 H -7.506 -2.619 -1.105
77 H -6.242 -0.741 -0.105
78 H -4.167 -1.187 1.170
79 H -3.341 -3.507 1.420
80 H -4.601 -5.383 0.410
81 H -6.689 -4.940 -0.842
82 C -9.508 -2.169 -3.658
83 C -8.657 -1.070 -3.636
84 C -8.765 -0.086 -4.612
85 C -9.732 -0.197 -5.605
86 C -10.585 -1.294 -5.625
87 C -10.471 -2.282 -4.654
88 H -9.421 -2.938 -2.898
89 H -7.907 -0.980 -2.857
90 H -8.097 0.768 -4.599
91 H -9.820 0.573 -6.364
92 H -11.340 -1.380 -6.399
93 H -11.133 -3.141 -4.673

Calculated values
HOMO level	-10.61	eV
relative energy (zero: lowest compared OMol25 entry of this formula, charge and spin)	0.0	kJ/mol
net charge	+1
DFT total energy	-137318.534	eV
2S+1	1

---

The following is a quantum chemistry calculation of C34H49CrN4O2S2Se2Si3 as an isolated structure, from OMol25.

Element x y z (Å)
1 Cr 0.059 -0.037 0.337
2 C 0.812 -3.811 -1.813
3 C 0.169 -2.760 -0.944
4 N 0.738 -1.603 -0.798
5 N 1.987 -1.492 -1.421
6 C 2.666 -0.446 -1.094
7 S 2.268 0.848 -0.066
8 S 4.311 -0.315 -1.773
9 C 4.285 -1.577 -3.078
10 C 3.793 -1.049 -4.397
11 C 2.528 -1.387 -4.864
12 C 2.058 -0.878 -6.067
13 C 2.844 -0.015 -6.814
14 C 4.109 0.331 -6.355
15 C 4.578 -0.185 -5.158
16 C -1.075 -3.134 -0.251
17 C -1.464 -4.488 -0.247
18 C -2.628 -4.929 0.339
19 C -3.470 -3.991 0.952
20 C -3.121 -2.668 0.986
21 C -1.916 -2.193 0.403
22 O -1.668 -0.930 0.473
23 H 1.503 -3.354 -2.512
24 H 0.052 -4.365 -2.360
25 H 1.381 -4.513 -1.197
26 H 3.642 -2.375 -2.714
27 H 5.309 -1.945 -3.157
28 H 1.898 -2.032 -4.263
29 H 1.067 -1.147 -6.410
30 H 2.471 0.395 -7.745
31 H 4.729 1.011 -6.928
32 H 5.560 0.097 -4.794
33 H -0.813 -5.226 -0.694
34 H -2.886 -5.980 0.318
35 H -4.399 -4.313 1.412
36 H -3.739 -1.929 1.477
37 C 0.025 2.333 2.548
38 O -0.455 1.844 1.299
39 Si -0.755 2.815 -0.081
40 C 0.724 3.940 -0.360
41 C -2.105 4.044 0.399
42 C -1.119 1.495 -1.245
43 Si -2.895 0.964 -1.179
44 C -3.738 1.052 0.522
45 C -4.074 2.098 -2.179
46 C -3.276 -0.705 -1.998
47 Si -0.491 1.719 -2.958
48 C -0.890 0.243 -4.071
49 C 1.354 2.002 -3.225
50 C -1.206 3.242 -3.861
51 H -0.710 3.023 2.977
52 H 0.978 2.855 2.416
53 H 0.192 1.494 3.222
54 H 0.778 4.680 0.444
55 H 0.615 4.478 -1.306
56 H 1.668 3.398 -0.397
57 H -1.726 4.771 1.123
58 H -2.987 3.566 0.819
59 H -2.422 4.592 -0.494
60 H -4.273 1.997 0.648
61 H -3.033 0.922 1.343
62 H -4.474 0.245 0.589
63 H -4.046 3.139 -1.845
64 H -5.098 1.726 -2.053
65 H -3.853 2.082 -3.249
66 H -2.389 -1.324 -2.138
67 H -3.739 -0.549 -2.976
68 H -3.973 -1.278 -1.380
69 H -0.530 -0.682 -3.613
70 H -0.398 0.366 -5.040
71 H -1.962 0.131 -4.244
72 H 1.965 1.147 -2.939
73 H 1.738 2.863 -2.678
74 H 1.505 2.177 -4.297
75 H -2.289 3.214 -3.989
76 H -0.751 3.335 -4.853
77 H -0.971 4.153 -3.301
78 Se 1.601 -0.399 4.314
79 C -1.411 -3.925 4.208
80 N -2.116 -2.753 4.680
81 C -2.120 -1.594 3.972
82 Se 0.797 -1.281 2.274
83 N -2.822 -0.744 4.782
84 C -3.249 -1.333 5.957
85 C -3.998 -0.896 7.036
86 C -4.277 -1.815 8.042
87 C -3.817 -3.130 7.970
88 C -3.062 -3.569 6.887
89 C -2.786 -2.654 5.885
90 H -0.917 -3.639 3.281
91 H -2.103 -4.750 4.023
92 H -0.654 -4.227 4.934
93 H -2.924 0.226 4.544
94 H -4.359 0.123 7.093
95 H -4.869 -1.505 8.895
96 H -4.054 -3.821 8.769
97 H -2.706 -4.589 6.825

Calculated values
HOMO level (spin up / spin down)	-0.08 / -0.16	eV
relative energy (zero: lowest compared OMol25 entry of this formula, charge and spin)	18.0	kJ/mol
net charge	-2
DFT total energy	-250532.791	eV
2S+1	4

---

The following is a quantum chemistry calculation of C34H50AsN3O2P2Pd as an isolated structure at a distorted geometry, from OMol25.

Element x y z (Å)
1 Pd 0.539 0.065 0.020
2 C -1.494 -2.395 3.206
3 C -1.245 -1.494 2.035
4 N -0.518 -0.432 2.148
5 O -0.021 -0.192 3.441
6 C -1.796 -1.774 0.726
7 C -3.007 -2.651 0.556
8 N -1.208 -1.231 -0.299
9 O -1.565 -1.373 -1.507
10 H -0.520 -2.681 3.606
11 H -2.052 -3.285 2.933
12 H -2.013 -1.859 4.000
13 H 0.526 0.600 3.346
14 H -3.732 -2.478 1.346
15 H -2.739 -3.706 0.557
16 H -3.448 -2.417 -0.409
17 C 0.271 0.215 -3.832
18 P -0.138 0.912 -2.186
19 C -1.838 1.516 -2.540
20 C 0.790 2.534 -2.206
21 C 0.628 3.279 -0.878
22 P 1.347 2.325 0.552
23 C 2.977 3.170 0.730
24 C 0.457 3.101 1.970
25 H 0.077 0.926 -4.633
26 H -0.366 -0.661 -3.951
27 H 1.313 -0.103 -3.858
28 H -1.829 2.132 -3.439
29 H -2.221 2.092 -1.700
30 H -2.478 0.651 -2.691
31 H 0.449 3.163 -3.034
32 H 1.844 2.296 -2.372
33 H -0.435 3.426 -0.659
34 H 1.101 4.266 -0.932
35 H 2.847 4.215 1.007
36 H 3.510 3.102 -0.216
37 H 3.561 2.655 1.492
38 H 0.368 4.181 1.853
39 H 1.015 2.896 2.885
40 H -0.538 2.663 2.057
41 C 2.914 -8.184 0.272
42 C 2.717 -6.817 -0.310
43 C 3.751 -6.121 -0.902
44 C 3.594 -4.831 -1.406
45 C 4.812 -4.236 -2.064
46 C 2.349 -4.203 -1.303
47 As 1.824 -2.250 -1.640
48 N 2.040 -1.610 0.035
49 C 3.037 -1.597 0.930
50 C 2.984 -0.729 2.048
51 C 3.958 -0.746 3.020
52 C 5.036 -1.616 2.932
53 C 5.126 -2.457 1.832
54 C 4.166 -2.440 0.848
55 C 3.302 -1.627 -2.837
56 C 4.212 -0.601 -2.577
57 C 4.190 0.201 -1.309
58 C 5.191 -0.294 -3.518
59 C 5.273 -0.952 -4.732
60 C 6.374 -0.657 -5.705
61 C 4.298 -1.896 -5.028
62 C 3.314 -2.225 -4.110
63 C 2.278 -3.242 -4.482
64 C 1.279 -4.932 -0.762
65 C -0.092 -4.336 -0.675
66 C 1.471 -6.212 -0.270
67 H 3.896 -8.581 0.028
68 H 2.157 -8.869 -0.106
69 H 2.819 -8.148 1.357
70 H 4.728 -6.582 -0.970
71 H 5.713 -4.605 -1.576
72 H 4.824 -3.151 -2.039
73 H 4.849 -4.545 -3.110
74 H 2.162 -0.017 2.095
75 H 3.886 -0.079 3.868
76 H 5.796 -1.631 3.698
77 H 5.966 -3.129 1.736
78 H 4.234 -3.109 0.011
79 H 3.161 0.406 -0.987
80 H 4.703 1.149 -1.461
81 H 4.699 -0.327 -0.502
82 H 5.916 0.475 -3.284
83 H 7.020 0.132 -5.328
84 H 5.968 -0.346 -6.667
85 H 6.978 -1.550 -5.869
86 H 4.313 -2.389 -5.992
87 H 2.380 -3.532 -5.524
88 H 1.275 -2.842 -4.316
89 H 2.378 -4.130 -3.856
90 H -0.438 -3.991 -1.652
91 H -0.063 -3.472 -0.011
92 H -0.797 -5.064 -0.282
93 H 0.640 -6.742 0.175

Calculated values
HOMO level (spin up / spin down)	-6.38 / -6.36	eV
relative energy (zero: lowest compared OMol25 entry of this formula, charge and spin)	198.2	kJ/mol
DFT total energy	-127527.570	eV
2S+1	1